Entry 1:
# H14O7

7 unconnected molecules or ions with the total composition H14O7 (ωB97M-V/def2-TZVPD, OMol25).

Atoms and positions in Å:
H -9.10 -14.57 13.21
H -3.78 -15.35 13.51
H -9.56 -15.87 12.58
O -9.30 -10.98 14.96
H -7.18 -16.20 20.10
H -10.14 -10.69 15.31
O -4.36 -14.74 13.06
O -2.40 -11.23 17.35
O -7.73 -15.94 19.36
O -5.99 -12.91 16.03
H -7.11 -15.69 18.68
H -8.80 -10.17 14.84
H -6.61 -12.32 15.61
O -8.95 -15.14 12.45
H -4.85 -14.32 13.76
H -5.38 -12.34 16.49
O -4.56 -8.12 19.33
H -1.94 -11.63 16.61
H -5.45 -8.33 19.60
H -1.86 -11.46 18.11
H -4.24 -8.92 18.92

* LUMO energy: 0.147 eV
* SMILES: O.O.O.O.O.O.O
* E_HOMO: -11.19 eV
* relative energy (zero: lowest compared OMol25 entry of this formula, charge and spin): 49.1 kcal/mol

***

Entry 2:
# C5H4N2

A single C5H4N2 molecule at a distorted geometry (ωB97M-V/def2-TZVPD, OMol25).

Atoms and positions in Å:
H -2.75 -1.11 0.33
C 2.67 -0.43 -0.07
C -0.84 -0.72 0.46
N -1.64 1.27 -0.83
C -0.40 1.35 -0.47
C 1.51 -0.12 0.08
H -0.63 -1.50 1.19
H 3.69 -0.69 -0.15
H 0.24 2.25 -0.60
C 0.15 0.21 0.16
N -2.00 -0.51 -0.08

* LUMO energy: -0.663 eV
* E_HOMO: -8.09 eV
* relative energy (zero: lowest compared OMol25 entry of this formula, charge and spin): 110.9 kcal/mol

***

Entry 3:
# C3H4O2

A single C3H4O2 molecule at a distorted geometry (ωB97M-V/def2-TZVPD, OMol25).

Atoms and positions in Å:
O 0.54 -1.13 0.03
H -1.12 -1.01 -1.52
H 1.49 0.01 1.59
H 1.79 0.49 -0.23
C -0.70 -0.64 -0.47
H -1.02 1.65 -0.37
C 1.22 0.04 0.48
O -1.51 -0.19 0.52
C -0.70 0.78 -0.03

* LUMO energy: 0.987 eV
* E_HOMO: -8.90 eV
* relative energy (zero: lowest compared OMol25 entry of this formula, charge and spin): 120.7 kcal/mol

***

Entry 4:
# C51H41GeIN2O4S2V

A molecular structure, C51H41GeIN2O4S2V at a distorted geometry (ωB97M-V/def2-TZVPD, OMol25).

Atoms and positions in Å:
C 4.05 2.17 0.76
S 0.23 0.33 1.99
C -7.15 -0.74 0.28
H 4.09 1.56 -0.14
C -0.55 0.42 -7.14
H -3.82 -1.38 0.41
O -2.33 0.29 -0.14
H -1.01 3.62 -0.82
H 6.14 3.63 2.98
H -0.27 0.78 -8.13
C -3.61 3.59 -0.97
C -2.79 -3.30 -3.34
H 6.19 2.30 0.90
C 5.24 2.57 1.35
H -6.44 0.26 -3.46
O -0.74 -0.54 -2.30
C -5.97 -1.42 0.52
C 2.82 2.50 1.31
C -3.10 5.05 0.87
H -6.23 0.24 -5.23
H -3.93 0.93 -6.21
C 1.66 -0.66 2.12
N 3.88 -2.82 5.79
C -0.27 3.41 -1.60
C -0.32 -4.54 -3.23
H -4.21 2.50 -5.44
C -0.43 3.99 -2.85
H -3.78 5.72 -1.05
C -0.41 -3.16 -3.19
H 2.39 2.82 -4.31
O -4.23 1.56 -2.93
I -0.96 -2.86 0.53
H 0.41 4.24 -4.80
C -4.74 -0.85 0.21
V -0.60 -0.34 -0.46
H 1.86 3.52 2.94
C 2.05 -1.16 3.35
N 6.16 -3.56 2.51
H 3.96 4.24 4.00
C -1.50 -0.59 -7.01
H -3.03 6.05 1.28
C 0.04 0.96 -6.01
S 1.95 -0.28 -0.56
C 5.21 3.32 2.52
C -2.86 2.67 1.11
H -3.93 3.46 -2.00
C -1.27 -0.49 -4.60
H -5.99 -2.41 0.96
C 3.58 -2.43 4.75
H -1.30 4.61 -3.05
C 3.99 -2.18 2.34
H 0.49 -2.56 -3.08
C -2.77 3.95 1.64
C 2.81 3.25 2.48
C -3.33 1.04 -0.73
C -2.70 -4.68 -3.39
C -3.27 2.48 -0.21
H 4.21 -1.88 0.23
H -2.44 4.08 2.67
C -5.88 1.10 -0.60
C 0.81 2.58 -1.32
C -0.31 0.50 -4.75
C -7.10 0.53 -0.28
C -4.50 0.84 -4.12
C 3.20 -1.93 3.47
C -3.09 -0.46 -2.80
H 0.65 -5.02 -3.17
H 2.60 1.72 -2.14
H 1.45 -0.96 4.23
C -1.64 -2.53 -3.24
C -1.68 -0.99 -3.22
C -4.69 0.42 -0.36
H -2.59 1.81 1.71
C 3.60 -1.68 1.10
H -8.10 -1.19 0.52
H -2.72 1.59 -5.11
H -2.58 -1.83 -5.65
C -6.00 0.78 -4.31
H -6.41 1.78 -4.38
H -3.47 -1.14 -2.03
H -1.40 -6.39 -3.35
C -3.79 1.50 -5.30
H -2.19 1.51 -2.53
H -8.02 1.08 -0.47
C -3.52 4.87 -0.44
C 1.76 2.37 -2.32
O -4.01 -0.47 -3.88
C 2.44 -0.93 0.98
C 5.18 -2.95 2.43
C 3.99 3.66 3.09
C -1.47 -5.31 -3.33
C -3.12 0.98 -2.28
Ge 1.08 2.02 0.54
C 1.63 2.98 -3.56
H 0.15 0.91 -3.86
H 0.78 1.74 -6.10
C -1.85 -1.04 -5.75
H -5.85 2.10 -1.03
H -3.61 -5.27 -3.46
H -1.96 -1.02 -7.88
H -3.77 -2.83 -3.39
C 0.53 3.78 -3.83
H 0.09 2.97 1.30

* 2S+1: 3
* LUMO energy (alpha / beta): 1.940 / 1.967 eV
* <S²>: 2.02
* E_HOMO (alpha / beta): -5.64 / -5.78 eV
* relative energy (zero: lowest compared OMol25 entry of this formula, charge and spin): 0.0 kcal/mol
* net charge: -1

***

Entry 5:
# C36H72BrN4O4

5 unconnected molecules or ions with the total composition C36H72BrN4O4 at a distorted geometry (ωB97M-V/def2-TZVPD, OMol25).

Atoms and positions in Å:
H 0.12 -3.00 0.10
H -4.42 2.14 -4.77
H 3.56 -0.07 -2.70
C 6.11 -3.46 -0.88
C 3.34 -0.40 -0.58
H -1.85 -4.79 -2.45
H -3.25 5.81 -2.80
H 3.90 -3.02 -1.64
H -4.79 -5.00 -1.86
H 4.29 2.07 -0.65
C -4.24 -4.82 -0.94
H 0.06 1.67 -2.04
H 1.11 0.33 4.56
Br 1.96 3.24 0.55
H -0.65 4.99 -5.36
H 5.63 0.85 1.73
H 0.82 4.08 6.61
H -4.70 4.89 -2.24
H -2.72 -7.98 -1.11
C -2.26 -5.78 -2.21
N 0.11 2.81 4.43
H -0.93 -0.21 4.97
C 6.83 -1.60 -2.46
H -3.48 -3.24 1.31
H -0.20 -4.71 2.03
H -1.51 -6.53 -2.11
H 6.02 1.83 -0.22
H -0.97 5.02 -1.92
H -1.94 -4.55 2.61
H 4.51 -2.46 -3.12
O -3.59 2.44 -2.15
H -2.47 2.83 1.96
N 5.78 -1.01 -0.31
H 3.87 1.21 1.50
H -3.72 -7.56 0.36
C -0.61 1.38 6.41
H -2.60 3.62 -5.76
O 0.38 3.83 4.15
H 7.11 -3.45 -0.49
N -2.07 -5.46 0.09
H -2.08 4.21 2.92
H -1.21 5.67 -3.98
H 0.61 1.60 2.06
C 4.71 0.07 -0.07
C -1.21 4.71 -4.51
H -4.64 -2.68 -0.88
H 2.39 -1.33 -2.30
C 5.15 1.37 -0.75
O 6.68 -1.06 0.34
H -0.28 3.76 -0.88
N -2.90 3.16 -2.83
H -1.01 0.81 1.70
C 4.34 -2.10 -2.10
C -0.42 -3.76 -0.48
H 7.11 -2.41 -3.14
C -1.67 3.31 2.46
C -2.07 1.56 4.34
C -2.65 4.42 -5.01
H -2.29 0.22 5.99
H -0.70 -3.37 -1.46
H 2.33 3.24 5.91
H -1.42 1.45 -1.07
H -5.54 2.94 -3.66
H -2.99 -6.11 -2.96
H 2.94 -1.19 0.05
H -1.14 2.04 7.13
H -0.51 2.71 -4.54
H 6.11 -4.05 -1.74
C -3.64 3.94 -3.87
H -0.95 -3.12 2.35
C -1.47 0.64 5.39
H 5.34 1.30 -1.85
H -3.11 -3.29 -1.67
C 5.74 -2.04 -1.42
C 1.38 3.15 6.45
C -4.11 5.22 -3.13
C -4.77 3.08 -4.44
C -1.17 4.04 -1.46
C -0.65 3.54 -3.81
H -2.49 -2.04 0.32
C -1.06 2.22 3.39
H 0.35 3.76 -3.48
C -1.16 -4.14 1.97
H 2.33 1.62 4.60
H -0.05 0.65 6.99
C -1.63 -4.04 0.50
H -0.12 0.30 3.11
C -3.08 -5.87 -0.92
H -2.03 4.13 -0.79
C -1.02 1.68 -2.06
C 3.37 -0.94 -2.03
H -1.46 0.86 -2.62
C -3.75 -3.35 -0.81
H 4.48 -0.42 1.98
H 1.65 2.78 7.41
H 6.37 -0.79 -3.04
H 2.69 0.42 -0.41
H -4.77 -5.08 -0.02
C -0.33 1.18 2.49
H 5.40 -3.80 -0.12
H 7.79 -1.25 -2.06
H 2.03 0.77 6.05
H -4.43 -7.59 -1.18
H -2.50 2.43 4.82
C -1.44 3.02 -2.61
C 1.56 1.12 5.14
H -2.86 1.10 3.69
H -1.04 3.68 1.66
H -4.68 5.88 -3.79
H -3.07 5.30 -5.55
C -3.50 -7.37 -0.68
H 0.19 -4.66 -0.54
C -2.88 -3.05 0.42
C 4.67 0.45 1.41
H -5.21 3.59 -5.30
O -1.63 -6.31 0.69
C 0.55 2.16 5.67

* LUMO energy: -8.713 eV
* E_HOMO: -13.69 eV
* relative energy (zero: lowest compared OMol25 entry of this formula, charge and spin): 0.0 kcal/mol
* net charge: +3

***

Entry 6:
# C4H8N4

A molecular structure, C4H8N4 at a distorted geometry (ωB97M-V/def2-TZVPD, OMol25).

Atoms and positions in Å:
C 0.64 -1.45 0.91
H -1.64 2.00 -1.42
C -1.04 0.44 1.31
N 0.86 -0.71 -1.71
H 1.43 -2.11 1.79
C 0.28 0.55 -0.89
H 1.47 -2.31 -0.76
C -0.74 1.79 -0.86
H -0.31 2.86 -1.14
N 1.08 -1.48 -0.51
N -1.23 1.48 0.55
H 1.70 -0.12 -1.87
N -0.21 -0.70 1.53
H -1.57 0.55 2.32
H 1.23 0.94 -0.28
H -0.64 0.03 -0.42

* LUMO energy: 0.437 eV
* E_HOMO: -8.86 eV
* relative energy (zero: lowest compared OMol25 entry of this formula, charge and spin): 205.5 kcal/mol

***

Entry 7:
# C5H10N2

A molecular structure, C5H10N2 (ωB97M-V/def2-TZVPD, OMol25).

Atoms and positions in Å:
C -2.31 0.35 0.34
H -2.35 0.52 -0.74
C 1.49 0.37 -0.61
H 2.42 -1.54 -0.28
N -1.49 -0.80 0.81
H 1.07 -1.22 0.82
H 2.34 0.87 -1.09
C -0.99 0.40 0.96
H -0.43 0.82 1.80
H -0.21 2.07 -0.48
C 1.91 -0.76 0.30
H -0.88 -1.42 -0.54
N 0.32 0.26 -1.54
H 2.62 -0.39 1.05
C 0.21 1.07 -0.51
H -0.48 -1.12 -1.17
H -3.24 0.52 0.88

* LUMO energy: -0.183 eV
* E_HOMO: -9.64 eV
* relative energy (zero: lowest compared OMol25 entry of this formula, charge and spin): 155.1 kcal/mol

***

Entry 8:
# C19H29CdN6O2S

A molecular structure, C19H29CdN6O2S at a distorted geometry (ωB97M-V/def2-TZVPD, OMol25).

Atoms and positions in Å:
H 4.64 -2.39 -0.32
Cd -0.20 -0.10 1.17
N -2.87 -0.71 2.97
H -3.36 -0.55 5.46
C 3.40 -3.61 0.89
C -0.12 -2.05 -2.90
H 1.30 -3.75 0.72
N 4.50 -2.61 0.71
S -0.31 -0.07 3.65
H 3.69 -4.47 0.27
C -0.14 3.16 -2.41
C 1.15 -1.49 -3.04
H -2.78 -1.76 1.28
H -2.68 5.78 0.29
H 4.16 -1.67 2.52
H 1.73 -1.98 2.19
C -1.57 2.65 0.99
H 0.08 4.11 -2.96
C 1.28 -0.11 -3.03
H -1.72 -0.11 5.87
C -2.20 4.83 0.16
N 0.35 2.11 -3.07
C -1.96 -0.42 3.93
H -1.40 5.32 -1.75
H 5.41 -3.04 0.98
H 2.06 -2.83 -0.57
N 1.77 -1.76 1.21
H 3.48 -3.88 1.94
H -3.70 -0.09 -3.31
C -0.85 3.33 -1.19
C -1.48 4.59 -0.98
N -2.51 -0.85 1.61
H 2.90 -0.49 -0.03
O -2.06 1.04 -2.63
C -3.38 0.56 -2.49
H -3.04 -0.15 1.12
H 2.29 0.32 -3.08
H 2.72 0.08 1.62
C 2.09 -3.01 0.50
O -0.04 1.32 -0.31
H 0.94 2.40 -3.86
C 4.24 -1.36 1.46
H -4.03 1.44 -2.49
C -2.25 3.85 1.15
C 2.91 -0.79 1.02
N -2.41 -0.39 5.18
C 0.18 0.71 -2.96
H -1.57 1.98 1.86
H -2.19 -1.68 -2.67
C -0.84 2.35 -0.17
H -3.49 0.04 -1.55
H 5.07 -0.69 1.38
H 1.98 -2.16 -3.16
H -3.82 -0.87 3.23
H -2.80 4.10 2.06
C -1.10 0.16 -2.80
H -0.22 -3.14 -2.92
C -1.21 -1.22 -2.72

* LUMO energy: -8.092 eV
* E_HOMO: -16.00 eV
* net charge: +3

***

Entry 9:
# C5H9ClN5O

A gas-phase ion, C5H9ClN5O (charge +1) at a distorted geometry (ωB97M-V/def2-TZVPD, OMol25).

Atoms and positions in Å:
H 0.23 1.88 -1.95
N 0.66 -1.53 0.78
O 0.17 1.23 1.11
N -0.71 -1.11 -0.95
Cl 3.22 -1.28 0.56
H 0.69 3.80 -0.68
N -0.07 1.31 -1.17
C 0.16 1.85 0.02
C -0.55 -1.56 0.33
C 0.14 -0.13 -1.48
C 1.71 -0.98 -0.03
H -2.29 -0.89 1.09
H 0.56 3.50 1.01
N 0.58 3.12 0.02
N 1.52 -0.39 -1.13
H -1.74 -0.98 -1.21
C -1.67 -1.66 1.26
H -1.30 -1.67 2.21
H -0.07 -0.16 -2.52
H 0.91 -1.75 1.73
H -2.15 -2.61 1.00

* LUMO energy: -4.230 eV
* SMILES: CC1=[NH+]C(Cl)=N[C@H](NC(N)=O)N1
* E_HOMO: -13.60 eV
* relative energy (zero: lowest compared OMol25 entry of this formula, charge and spin): 0.0 kcal/mol
* net charge: +1

***

Entry 10:
# C3H8N2OS

A single C3H8N2OS molecule at a distorted geometry (ωB97M-V/def2-TZVPD, OMol25).

Atoms and positions in Å:
C 1.02 -0.64 0.34
H 0.12 2.49 0.73
H -1.50 2.37 0.03
H -0.20 0.40 2.02
N 1.65 -1.37 -0.64
S -0.95 -0.13 -1.52
O 1.57 -0.42 1.41
C -0.91 2.13 0.92
H 2.61 -1.61 -0.49
H -1.61 -1.27 -1.38
H -1.30 2.67 1.79
N -0.26 -0.16 0.05
C -0.89 0.59 1.17
H 1.28 -1.50 -1.55
H -1.93 0.16 1.40

* LUMO energy: 0.569 eV
* SMILES: CCN(S)C(N)=O
* E_HOMO: -9.62 eV
* relative energy (zero: lowest compared OMol25 entry of this formula, charge and spin): 12.7 kcal/mol

***

Entry 11:
# C9H70NO27

27 unconnected molecules or ions with the total composition C9H70NO27 at a distorted geometry (ωB97M-V/def2-TZVPD, OMol25).

Atoms and positions in Å:
C 2.14 -1.08 0.45
H -0.04 2.99 4.15
H 2.38 -1.95 -0.16
O -3.69 0.77 0.95
C 2.29 0.19 -0.37
H 4.43 0.17 2.37
O -3.17 1.44 -4.07
H -5.31 -0.85 -3.50
O 3.82 -1.66 -3.15
C -1.38 0.25 -1.78
O -4.37 -0.84 -3.68
H -3.40 0.52 -3.96
O -0.94 3.31 4.04
H -0.76 -1.46 -4.22
O 3.69 -4.19 3.54
H -2.82 3.46 0.24
H 2.74 -4.34 3.52
H -3.25 -2.05 -0.47
O 5.47 -0.21 0.02
H 3.21 0.07 -0.93
H -3.76 -1.86 2.69
H -3.97 -1.19 -2.88
H -4.09 0.99 0.11
C 0.87 -0.37 2.45
H -1.22 0.30 2.93
H 2.01 5.30 0.14
H 4.55 1.99 -2.93
O 4.44 0.93 2.95
H -1.28 1.11 -2.45
H -0.71 2.51 -0.61
H 2.88 1.70 -5.61
H 1.25 -5.92 -1.22
H -1.31 1.74 0.75
H 5.34 0.98 3.27
O 2.50 3.01 3.14
O -1.85 0.88 3.36
H 1.53 3.91 -0.19
C 0.64 -2.73 1.49
O -0.39 1.06 -5.21
H -1.63 -3.55 -1.35
H -2.42 0.39 -1.49
H -0.49 -2.56 -3.21
H -2.93 0.23 0.71
O 2.31 4.46 -0.21
O -4.85 1.36 -1.36
H -2.65 -4.09 1.31
O -3.03 3.64 -0.68
H 2.52 1.10 0.19
O 1.15 1.87 5.35
H 4.96 0.59 -2.53
H 3.72 -0.73 -2.95
H 4.85 -0.86 -0.31
H 0.52 -5.34 3.89
O -1.62 -1.23 0.77
H 2.93 3.60 2.52
H 6.30 -0.69 0.10
O -3.64 -2.35 -1.29
H -3.83 3.14 -0.85
H -1.30 1.50 3.86
O -0.63 4.44 -2.22
H 1.07 0.95 5.60
O -4.45 -1.29 3.04
H 2.96 1.58 -4.11
H -4.27 1.21 -2.10
H -5.26 -1.74 2.81
H 1.22 1.37 -1.74
H -0.32 3.57 -2.48
C 0.82 -1.24 1.13
H 0.90 0.72 2.45
H -0.33 0.99 -6.17
H -3.38 4.42 2.45
O 4.36 1.07 -3.10
H 1.82 -0.58 2.94
O -0.90 -3.00 -1.63
O -2.94 -3.30 1.76
H -0.03 -2.80 2.35
H 0.08 -0.66 3.14
H -4.51 -2.66 -1.05
O -3.17 3.49 2.50
H -5.61 0.80 -1.53
O 0.98 -4.55 4.17
H -1.33 -0.72 -2.27
H -2.29 3.47 2.89
H 0.93 -4.53 -1.74
H 0.14 -3.35 0.75
N -0.35 -0.91 0.25
H 3.22 -1.81 -3.87
O 1.66 -5.15 -1.61
H -1.46 4.28 -1.77
H 1.04 -0.34 -2.18
H 1.73 1.86 4.58
H -0.92 4.21 4.37
H -2.35 -2.61 1.45
H 0.50 1.25 -4.93
H 1.60 -3.21 1.70
H 3.12 2.28 3.25
C 1.06 0.36 -1.35
H -0.87 -2.29 -0.99
O 2.35 1.77 -4.82
H -2.26 1.42 -4.39
H 4.07 -5.06 3.63
H 0.41 1.96 0.69
C -0.28 0.31 -0.63
H 0.36 -3.84 3.99
H 2.92 -0.90 1.19
O -0.31 -2.30 -4.11
C -0.45 1.70 0.07

* LUMO energy: 1.718 eV
* E_HOMO: -3.79 eV
* relative energy (zero: lowest compared OMol25 entry of this formula, charge and spin): 102.0 kcal/mol
* net charge: -1